No. 1
C2H4S3 in the gas phase in a non-equilibrium geometry, computed with ωB97M-V/def2-TZVPD.

## Properties
SMILES   S=C(S)CS
Lowest unoccupied orbital energy   -0.0289 Eh
ΔE to the lowest compared entry with this formula, charge and spin   2.437 eV
Gap between HOMO and LUMO   8.1 eV
M   124.25 g mol⁻¹

```
9
Properties=species:S:1:pos:R:3:forces:R:3
C -0.93964 0.51065 0.75775 1.5 0.8 1.2
C 0.48000 -0.10811 0.43183 0.2 1.5 0.6
H -1.27874 -0.67309 -1.34743 -1.8 3.4 0.4
H -1.44968 -0.09757 1.55443 -0.1 -0.1 -1.5
H -0.61633 1.43406 1.46903 -1.2 -1.4 -2.6
H 1.76618 -2.13574 -0.41727 -2.5 1.1 -0.1
S -1.87938 0.77282 -0.95596 2.3 -3.4 1.6
S 0.35779 -1.65514 -0.51693 3.0 0.2 1.4
S 1.79261 0.82339 0.94813 -1.5 -2.2 -1.0
```
Positions in Å, forces in eV/Å.

Here are the Mulliken charges for atoms 1 to 2, given in e: C -0.735; C 0.251

***

No. 2
2 unconnected molecules or ions with the total composition C2H4S3 in a non-equilibrium geometry, computed with ωB97M-V/def2-TZVPD.

## Properties
Lowest unoccupied orbital energy   -0.0025 Eh
ΔE to the lowest compared entry with this formula, charge and spin   2.479 eV
Gap between HOMO and LUMO   8.9 eV
M   124.26 g mol⁻¹

```
9
Properties=species:S:1:pos:R:3:forces:R:3
C 1.91292 0.99112 -1.07295 0.6 -0.6 -2.1
C -0.98197 -0.14767 0.81009 1.7 3.5 -0.9
S 1.72240 1.81789 0.18231 -0.1 1.0 1.6
S 2.18098 0.30739 -2.44162 -0.1 -0.1 0.3
S -0.38461 -1.33525 -0.37654 12.5 7.2 -3.9
H -0.05310 0.41357 1.33632 -2.6 -1.1 -1.4
H -1.52284 -0.64479 1.56721 -0.8 -0.4 0.7
H -1.63343 0.49948 0.08751 1.1 -0.4 2.3
H -1.24034 -1.90174 -0.09233 -12.3 -9.1 3.4
```
Positions in Å, forces in eV/Å.

Here are the Mulliken charges for atoms 1 to 2, given in e: C 0.540; C -0.652

***

No. 3
2 unconnected molecules or ions with the total composition C2H4S3 in a non-equilibrium geometry, computed with ωB97M-V/def2-TZVPD.

## Properties
Lowest unoccupied orbital energy (alpha / beta)   -0.0509 / -0.0109 Eh
ΔE to the lowest compared entry with this formula, charge and spin   3.052 eV
Gap between HOMO and LUMO (alpha / beta)   5.5 / 7.9 eV
M   124.26 g mol⁻¹

```
9
Properties=species:S:1:pos:R:3:forces:R:3
C 0.82405 1.30078 -0.00667 -0.8 1.7 -0.6
C 1.35338 0.05936 0.31713 1.7 -1.6 2.2
S 0.84159 2.76881 -0.43622 0.0 0.3 0.0
S -1.82478 0.96521 0.19613 0.4 1.2 0.4
S -3.63975 0.16341 -0.07320 0.3 -0.3 0.4
H 2.45292 0.03352 0.62595 -1.1 0.4 0.0
H 1.37702 -0.49857 -0.60499 -0.6 -0.8 -0.2
H 0.69206 -0.31831 1.15422 1.0 -0.4 -1.1
H -3.30197 0.03806 -1.33241 -0.7 -0.4 -1.1
```
Positions in Å, forces in eV/Å.

Here are the Mulliken charges for atoms 1 to 2, given in e: C 0.171; C -0.583

***

No. 4
2 unconnected molecules or ions with the total composition C2H4S4 in a non-equilibrium geometry, computed with ωB97M-V/def2-TZVPD.

## Properties
Lowest unoccupied orbital energy   -0.0204 Eh
ΔE to the lowest compared entry with this formula, charge and spin   3.478 eV
Gap between HOMO and LUMO   8.1 eV
M   156.32 g mol⁻¹

```
10
Properties=species:S:1:pos:R:3:forces:R:3
C -2.69622 0.44357 0.19803 3.0 -1.1 3.3
C 0.63212 -0.16201 -0.13428 2.1 1.9 -0.7
S -4.38611 0.10663 0.19397 -0.9 1.2 0.3
S -2.95641 -1.18929 -0.41785 0.6 -1.3 -0.8
S -1.66876 1.67612 -0.50898 -0.3 0.8 -0.7
S 0.11648 1.50431 0.43014 -0.5 -0.9 0.4
H -1.51263 0.12923 1.71492 -2.1 0.7 -2.1
H 1.00086 0.02944 -1.13157 -1.2 -0.4 -1.1
H -0.15733 -0.88423 0.00313 0.5 -0.4 0.2
H 1.69691 -0.29814 0.16881 -1.1 -0.6 1.4
```
Positions in Å, forces in eV/Å.

Here are the Mulliken charges for atoms 1 to 2, given in e: C -0.107; C -0.742

***

Number 1: calculated total energy -34641.789 eV. Number 2: calculated total energy -34641.747 eV. Number 3: calculated total energy -34641.174 eV. Number 4: calculated total energy -45475.202 eV.